{
  "formula": "C55H106N3O12PS2",
  "method": "the ωB97M-V functional and the def2-TZVPD basis",
  "charge": 0,
  "smiles": "C=Cc1cc2c(cc1CCCO)N(NCC)c1c(cc(CCC(=O)Nc3ccccc3)c(CCCCCCC)c1[PH2]=S)S2.CCO.CCO.CCO.CCO.CCO.CCO.CCO.CCO.CCO.CCO",
  "e_tot_ev": -118732.909,
  "relative_energy_kcal_mol": 361.6,
  "max_force_ev_per_a": 4.90,
  "elements": ["C", "C", "C", "C", "C", "C", "C", "C", "C", "C", "C", "O", "N", "N", "C", "C", "C", "C", "C", "C", "C", "C", "C", "O", "N", "C", "C", "C", "C", "C", "C", "C", "C", "C", "C", "C", "C", "C", "C", "C", "P", "S", "S", "H", "H", "H", "H", "H", "H", "H", "H", "H", "H", "H", "H", "H", "H", "H", "H", "H", "H", "H", "H", "H", "H", "H", "H", "H", "H", "H", "H", "H", "H", "H", "H", "H", "H", "H", "H", "H", "H", "H", "H", "H", "H", "H", "H", "H", "H", "C", "C", "O", "H", "H", "H", "H", "H", "H", "C", "C", "O", "H", "H", "H", "H", "H", "H", "C", "C", "O", "H", "H", "H", "H", "H", "H", "C", "C", "O", "H", "H", "H", "H", "H", "H", "C", "C", "O", "H", "H", "H", "H", "H", "H", "C", "C", "O", "H", "H", "H", "H", "H", "H", "C", "C", "O", "H", "H", "H", "H", "H", "H", "C", "C", "O", "H", "H", "H", "H", "H", "H", "C", "C", "O", "H", "H", "H", "H", "H", "H", "C", "C", "O", "H", "H", "H", "H", "H", "H"],
  "xyz": [[2.9583, -2.9776, -3.8187], [1.6070, -3.0296, -4.3102], [0.4417, -2.0229, -3.9156], [-0.7231, -2.4784, -2.9663], [-1.7958, -1.4139, -2.6383], [-1.7281, 0.0452, -3.2360], [-0.5721, 0.4753, -4.1686], [0.5306, -0.5724, -4.4873], [1.7464, -0.0636, -5.4311], [1.4205, -0.3167, -6.9847], [2.8307, -0.5066, -7.7364], [3.2279, -1.9071, -7.5511], [-2.7596, 1.0960, -2.9354], [-3.9036, 0.8136, -3.6907], [-4.8089, 1.9889, -3.8355], [-4.5977, 2.7948, -5.2402], [-3.0287, 1.1854, -1.4817], [-3.3209, -0.0726, -0.5756], [-3.6144, 0.0223, 0.9419], [-3.6233, 1.4099, 1.6781], [-3.8896, 1.4398, 3.2519], [-3.7662, 0.0145, 3.9890], [-2.2399, -0.5354, 4.0582], [-1.4740, -0.0714, 4.9438], [-1.8890, -1.5826, 3.0879], [-0.5747, -2.1961, 3.3490], [-0.5288, -3.7343, 3.6304], [0.7627, -4.5378, 3.8925], [2.1278, -3.7966, 3.8685], [2.1176, -2.2594, 3.5872], [0.7903, -1.4566, 3.3322], [-3.3269, 2.6909, 0.8078], [-3.2992, 4.0939, 1.5769], [-4.2093, 5.2415, 0.9062], [-4.7390, 6.3450, 1.9526], [-4.3501, 7.8712, 1.5288], [-5.1400, 8.3951, 0.2340], [-4.4378, 8.0166, -1.1757], [-2.8499, 8.2792, -1.2048], [-3.0340, 2.5735, -0.7344], [-2.6187, 4.0890, -1.8239], [-0.9135, 4.8360, -1.1570], [-3.2457, -1.7014, -1.4909], [3.6414, -2.0658, -3.8887], [3.3798, -3.9570, -3.3811], [1.3620, -3.8483, -5.0645], [-0.8074, -3.5157, -2.5096], [-0.4986, 1.5330, -4.5936], [2.7539, -0.5383, -5.1150], [1.8618, 1.0578, -5.1661], [0.7224, -1.2157, -7.0554], [0.8184, 0.6099, -7.3530], [3.6550, 0.1935, -7.3256], [2.6853, -0.2748, -8.8449], [3.4963, -2.0412, -6.6120], [-4.4843, 0.0656, -3.2807], [-4.8249, 2.7032, -2.9431], [-5.8812, 1.5577, -3.9114], [-4.0794, 2.1519, -6.0354], [-5.6558, 3.0075, -5.6623], [-4.1163, 3.8194, -5.0837], [-3.8201, -0.9734, 1.4790], [-3.0751, 2.1119, 3.7273], [-4.8995, 1.8834, 3.5571], [-4.4778, -0.7415, 3.5148], [-4.0767, 0.1559, 5.0884], [-2.6582, -2.2793, 3.1593], [-1.5151, -4.3274, 3.6324], [0.7828, -5.6743, 4.0729], [3.0812, -4.3929, 4.0348], [3.1557, -1.7579, 3.5547], [0.8367, -0.3263, 3.1166], [-3.5691, 4.0167, 2.6833], [-2.1968, 4.4522, 1.5449], [-3.5320, 5.7990, 0.1600], [-5.0832, 4.7257, 0.3687], [-4.1600, 6.1504, 2.9384], [-5.8623, 6.2905, 2.1636], [-3.2180, 8.0285, 1.4952], [-4.7234, 8.5155, 2.4169], [-6.2342, 8.0323, 0.2465], [-5.1841, 9.5533, 0.2487], [-4.6477, 6.8873, -1.3284], [-4.9404, 8.5550, -2.0691], [-2.5032, 8.9706, -0.3555], [-2.4595, 8.7215, -2.1838], [-2.3358, 7.2689, -1.0575], [-2.3383, 3.6575, -3.1787], [-3.6786, 5.0522, -1.8553], [6.4023, 0.7599, -9.3318], [7.2606, -0.0068, -8.3450], [6.4421, -0.7990, -7.4939], [5.6940, 1.4043, -8.8041], [7.0194, 1.3777, -9.9888], [5.8123, 0.0736, -9.9463], [7.8313, 0.6824, -7.7189], [7.9644, -0.6630, -8.8670], [5.9458, -1.4128, -8.0536], [-0.4546, 7.8694, 5.1309], [-0.9129, 7.8719, 3.6864], [-1.9986, 8.7764, 3.5139], [-1.2754, 7.5826, 5.7937], [0.3753, 7.1734, 5.2756], [-0.1329, 8.8699, 5.4367], [-1.2536, 6.8765, 3.3920], [-0.0979, 8.1700, 3.0186], [-1.6892, 9.6562, 3.7669], [-5.9609, -4.3744, -4.4731], [-5.3422, -3.1178, -3.8935], [-5.6739, -1.9910, -4.6976], [-5.6090, -4.5400, -5.4939], [-5.7096, -5.2480, -3.8679], [-7.0507, -4.2818, -4.5224], [-4.2540, -3.2053, -3.8662], [-5.6998, -2.9391, -2.8745], [-6.6372, -1.9151, -4.7095], [3.1226, 4.1234, 3.7362], [1.8113, 4.6589, 4.2752], [2.0537, 5.7071, 5.2078], [3.7476, 3.7488, 4.5511], [2.9502, 3.3139, 3.0230], [3.6890, 4.9161, 3.2383], [1.2592, 3.8700, 4.7902], [1.1851, 5.0465, 3.4649], [2.5346, 6.4052, 4.7431], [-0.1404, -8.5007, 6.8575], [-1.2706, -8.1947, 5.8952], [-0.7840, -7.4397, 4.7917], [0.3150, -7.5768, 7.2204], [-0.5018, -9.0762, 7.7137], [0.6491, -9.0701, 6.3587], [-2.0464, -7.6072, 6.3907], [-1.7239, -9.1171, 5.5178], [-0.1046, -7.9695, 4.3532], [6.7834, -2.2367, 5.6622], [6.3279, -2.2583, 4.2171], [5.2332, -1.3679, 4.0335], [5.9644, -2.5243, 6.3271], [7.6211, -2.9210, 5.8175], [7.0933, -1.2297, 5.9549], [5.9988, -3.2609, 3.9347], [7.1400, -1.9598, 3.5470], [5.5339, -0.4820, 4.2764], [-5.9847, -9.6133, -5.3807], [-5.3681, -8.3533, -4.8062], [-5.7027, -7.2302, -5.6122], [-5.6337, -9.7805, -6.4022], [-5.7301, -10.4851, -4.7730], [-7.0741, -9.5241, -5.4284], [-4.2797, -8.4379, -4.7806], [-5.7249, -8.1735, -3.7867], [-6.6662, -7.1560, -5.6232], [3.8556, -8.6218, 9.2494], [3.4853, -8.8205, 7.7930], [2.8506, -7.6539, 7.2835], [2.9657, -8.4016, 9.8447], [4.3393, -9.5139, 9.6547], [4.5342, -7.7714, 9.3636], [2.7907, -9.6566, 7.6860], [4.3738, -9.0300, 7.1889], [3.4735, -6.9202, 7.3731], [11.4145, -1.3329, 6.8751], [10.9545, -1.3502, 5.4309], [9.8614, -0.4574, 5.2523], [10.5969, -1.6199, 7.5415], [12.2509, -2.0195, 7.0269], [11.7277, -0.3269, 7.1695], [10.6222, -2.3513, 5.1476], [11.7654, -1.0524, 4.7588], [10.1647, 0.4272, 5.4960], [0.2843, 5.2662, -6.4055], [0.3984, 3.8370, -5.9146], [0.7773, 2.9774, -6.9847], [-0.4534, 5.3378, -7.2090], [-0.0117, 5.9353, -5.5939], [1.2377, 5.6116, -6.8160], [-0.5612, 3.4892, -5.5257], [1.1444, 3.7563, -5.1173], [1.6306, 3.2866, -7.3172]],
  "forces_ev_per_a": [[-2.0, -0.6, -0.9], [1.3, 0.7, 1.1], [-1.0, 2.4, -0.5], [0.0, 4.0, -1.5], [2.2, 1.8, -1.8], [2.9, -1.5, -1.1], [-0.2, -4.0, 1.9], [-2.1, -0.2, 1.6], [-0.8, -0.1, 1.2], [0.3, 1.3, 0.8], [-1.1, 0.0, 0.4], [0.4, 1.1, 0.1], [1.5, -1.7, 2.0], [-2.3, 0.7, -0.3], [-1.1, 0.2, -1.5], [-1.0, 0.0, 0.3], [-0.7, 0.5, 4.8], [0.5, 2.9, 0.5], [0.6, 2.6, -2.2], [0.5, -1.0, -3.9], [1.0, 0.2, 0.2], [0.4, -0.1, 0.1], [0.6, 1.1, 1.9], [-2.4, -1.5, -3.5], [0.8, 0.6, 2.7], [3.8, -2.9, 0.6], [2.2, 1.0, 0.0], [0.8, 3.6, -0.8], [-4.0, 2.1, -0.8], [-2.4, -1.9, 0.0], [-0.1, -3.2, 0.4], [-0.2, -2.5, -0.3], [0.6, 0.2, -0.5], [0.1, 0.0, -0.1], [1.3, 0.5, 0.2], [-1.3, -0.1, 0.8], [0.5, 0.7, -0.6], [-0.4, -0.5, -0.1], [0.0, -0.4, 0.3], [-1.2, -3.0, 0.8], [1.7, -0.9, 0.9], [-0.4, 0.2, -0.1], [1.3, 1.4, 0.1], [-1.5, -1.0, 1.5], [-0.1, 1.4, -2.0], [-0.2, 0.2, 2.1], [0.3, 1.6, -0.8], [-0.2, -1.8, 0.8], [-1.8, 0.5, -0.5], [-0.2, -1.7, -0.8], [1.3, 1.0, -0.2], [1.2, -1.6, 0.5], [-1.4, -1.0, -0.6], [0.4, -0.7, 1.4], [-0.4, 0.3, -1.0], [0.7, 0.1, -0.1], [0.2, -0.9, -1.0], [1.8, 0.6, 0.3], [-0.5, 1.0, 1.4], [1.7, -0.2, 0.7], [-0.3, -1.5, -0.3], [0.4, 2.0, -1.0], [-1.4, -1.0, -0.7], [1.3, -0.5, -0.8], [1.0, 0.9, 0.6], [0.5, -0.2, -1.7], [0.9, 0.5, -0.5], [1.6, 1.1, 0.0], [-0.5, 2.2, -0.3], [-1.4, 1.1, -0.3], [-2.1, -0.6, 0.1], [-0.1, -2.1, 0.4], [0.2, -0.3, -1.6], [-1.7, -0.5, 0.0], [-1.2, -0.9, 1.0], [1.2, 0.9, 0.6], [-1.1, 0.3, -1.4], [1.6, -0.1, -0.4], [-1.7, -0.4, -0.2], [0.7, -0.9, -1.4], [1.7, 0.4, 0.0], [0.1, -1.8, 0.2], [0.4, 1.8, 0.0], [0.6, -0.7, 1.6], [-0.6, -1.0, -1.2], [-0.8, -0.6, 1.3], [-0.4, 1.5, -0.2], [-1.0, 0.0, 1.0], [0.1, -0.8, -0.2], [0.0, 0.2, -0.1], [-0.3, -0.2, -0.2], [0.0, -0.1, 0.1], [0.1, 0.0, 0.0], [-0.1, 0.0, 0.0], [0.1, 0.0, 0.0], [-0.1, -0.2, 0.1], [0.1, 0.2, -0.1], [0.0, 0.1, 0.2], [0.1, -0.1, 0.1], [0.1, 0.3, 0.3], [-0.2, 0.1, -0.2], [0.0, 0.0, -0.1], [-0.1, 0.1, 0.1], [0.1, 0.0, -0.1], [-0.1, 0.2, -0.1], [0.1, -0.2, 0.0], [-0.1, -0.2, 0.0], [0.1, 0.0, 0.0], [-0.5, -0.2, -0.1], [0.1, 0.3, 0.0], [0.1, 0.0, 0.2], [0.0, 0.0, -0.1], [0.0, 0.0, 0.1], [-0.1, 0.2, -0.1], [0.1, -0.1, 0.1], [0.2, 0.0, 0.0], [0.1, -0.2, 0.0], [0.3, 0.1, -0.2], [0.0, 0.1, 0.2], [-0.1, 0.0, 0.0], [0.1, 0.1, 0.0], [-0.1, -0.1, -0.1], [0.0, 0.2, 0.1], [-0.1, -0.2, -0.1], [-0.1, -0.2, 0.1], [-0.1, 0.1, 0.2], [0.4, -0.2, 0.0], [-0.1, 0.1, -0.2], [-0.1, -0.1, 0.0], [0.0, 0.0, 0.0], [-0.1, 0.0, 0.0], [0.1, 0.1, -0.2], [-0.1, 0.0, 0.1], [-0.2, 0.1, 0.1], [0.0, -0.1, 0.2], [0.2, 0.3, 0.2], [-0.1, 0.1, -0.1], [0.0, -0.1, -0.1], [0.0, 0.1, 0.0], [0.1, -0.1, -0.1], [-0.1, 0.2, -0.1], [0.1, -0.2, 0.0], [-0.1, -0.2, -0.1], [0.1, -0.2, 0.0], [-0.4, 0.0, -0.2], [0.1, 0.0, -0.1], [0.1, 0.0, 0.1], [-0.1, 0.0, 0.0], [0.0, 0.0, 0.1], [-0.1, 0.2, -0.1], [0.1, -0.1, 0.1], [0.2, 0.0, 0.0], [0.0, -0.1, 0.2], [0.2, 0.3, 0.2], [0.0, 0.1, -0.2], [0.0, -0.1, -0.1], [0.0, 0.1, 0.0], [0.1, -0.1, 0.0], [0.0, 0.2, -0.1], [0.0, -0.2, 0.1], [-0.2, -0.1, 0.0], [0.0, -0.1, 0.1], [0.1, 0.3, 0.2], [-0.2, 0.1, -0.1], [0.1, -0.1, -0.1], [0.0, 0.1, 0.0], [0.1, -0.1, -0.1], [-0.1, 0.2, -0.1], [0.1, -0.2, 0.0], [-0.1, -0.2, -0.1], [-0.1, 0.1, 0.0], [0.3, 0.3, -0.2], [0.0, -0.2, -0.1], [0.0, -0.1, 0.1], [0.1, 0.0, -0.1], [0.0, 0.0, 0.1], [0.1, -0.1, -0.1], [-0.1, 0.1, 0.2], [-0.2, -0.1, 0.1]]
}